C56H50F7FeGe2N4O2P as an isolated structure at a distorted geometry, computed with ωB97M-V/def2-TZVPD.

The geometry in XYZ format:
```
123
C56H50F7FeGe2N4O2P | the OMol25 dataset | ωB97M-V/def2-TZVPD
Fe -0.175 -0.550 0.019
O 0.002 0.381 -1.586
C 0.663 0.040 -2.764
C 1.203 -1.414 -2.639
C 2.297 -1.497 -1.607
C 3.634 -1.625 -1.959
C 4.602 -1.560 -0.972
C 4.215 -1.369 0.341
C 2.863 -1.287 0.642
C 2.361 -1.027 2.020
C 1.925 0.478 2.158
O 1.099 0.836 1.123
C 1.246 0.689 3.536
C 0.887 -0.336 4.402
C 0.184 -0.083 5.583
C -0.155 1.216 5.921
C 0.217 2.260 5.073
C 0.907 1.996 3.901
C 3.233 1.298 2.135
C 4.043 1.471 3.259
C 5.255 2.149 3.169
C 5.680 2.663 1.947
C 4.880 2.491 0.823
C 3.668 1.813 0.925
N 1.929 -1.365 -0.319
C 1.814 1.029 -3.010
C 1.911 2.184 -2.246
C 2.918 3.116 -2.483
C 3.862 2.894 -3.474
C 3.787 1.729 -4.235
C 2.770 0.813 -4.005
C -0.354 0.095 -3.934
C -0.167 0.765 -5.143
C -1.169 0.782 -6.112
C -2.377 0.134 -5.887
C -2.580 -0.520 -4.676
C -1.582 -0.526 -3.714
H 1.541 -1.792 -3.606
H 0.355 -2.027 -2.317
H 3.902 -1.762 -3.000
H 5.654 -1.632 -1.230
H 4.942 -1.283 1.141
H 3.106 -1.297 2.770
H 1.466 -1.626 2.155
H 1.167 -1.359 4.184
H -0.096 -0.914 6.221
H -0.707 1.417 6.834
H -0.041 3.284 5.326
H 1.190 2.809 3.242
H 3.720 1.075 4.217
H 5.869 2.275 4.055
H 6.623 3.195 1.875
H 5.198 2.874 -0.141
H 3.031 1.666 0.064
H 1.200 2.323 -1.444
H 2.974 4.008 -1.867
H 4.655 3.614 -3.650
H 4.521 1.537 -5.010
H 2.708 -0.078 -4.623
H 0.751 1.300 -5.342
H -1.000 1.313 -7.044
H -3.154 0.144 -6.644
H -3.515 -1.026 -4.463
H -1.765 -1.016 -2.769
N -0.925 -3.438 5.710
C -1.246 -3.059 4.660
N -1.706 -2.676 3.490
C -1.175 -2.040 2.535
N -0.793 -1.480 1.587
C -1.077 3.538 -2.138
Ge -1.525 3.189 -0.263
C -2.987 4.408 0.139
C 0.011 3.833 0.760
Ge -2.086 0.871 0.181
C -2.918 0.870 1.975
C -3.624 -0.223 2.488
C -4.097 -0.228 3.794
C -3.860 0.858 4.630
C -3.148 1.946 4.147
C -2.681 1.946 2.835
C -3.622 0.549 -1.019
C -4.401 -0.611 -0.943
C -5.496 -0.799 -1.780
C -5.825 0.160 -2.729
C -5.049 1.306 -2.841
C -3.960 1.491 -1.997
H -0.326 4.331 -2.180
H -1.959 3.854 -2.704
H -0.677 2.643 -2.614
H -2.660 5.424 -0.104
H -3.254 4.359 1.199
H -3.879 4.165 -0.445
H 0.365 4.774 0.326
H 0.800 3.071 0.720
H -0.239 3.993 1.813
H -3.796 -1.100 1.875
H -4.630 -1.095 4.167
H -4.211 0.845 5.655
H -2.934 2.789 4.794
H -2.109 2.800 2.487
H -4.140 -1.406 -0.255
H -6.074 -1.713 -1.702
H -6.661 -0.002 -3.401
H -5.278 2.051 -3.596
H -3.368 2.390 -2.115
F 1.429 -8.014 1.431
C 1.261 -6.688 1.176
C -0.002 -6.145 1.319
C -0.180 -4.790 1.056
C 0.929 -4.079 0.678
C 2.189 -4.595 0.515
C 2.360 -5.956 0.778
H -0.833 -6.774 1.609
H -1.167 -4.343 1.111
H 3.028 -3.987 0.192
H 3.324 -6.439 0.673
F -1.475 -2.736 -1.298
P -2.136 -4.013 -2.132
F -0.946 -4.955 -1.612
F -1.243 -3.609 -3.411
F -2.803 -5.241 -2.931
F -3.313 -3.031 -2.635
F -2.996 -4.373 -0.803
```

Properties
Net charge: -2
Frontier orbital gap (alpha / beta), eV: 7.52 / 7.34
HOMO level (alpha / beta), hartree: -0.1314 / -0.1219
Relative energy (zero: lowest compared OMol25 entry of this formula, charge and spin), kcal/mol: 0.00
Spin multiplicity: 5
DFT total energy, eV: -244678.112

---

C56H50N8O3P2SY as an isolated structure at a distorted geometry, computed with ωB97M-V/def2-TZVPD.

The geometry in XYZ format:
```
121
C56H50N8O3P2SY | the OMol25 dataset | ωB97M-V/def2-TZVPD
Y 0.031 -1.200 0.822
O -4.455 -2.348 0.531
C -4.982 -1.193 0.984
C -6.376 -1.109 1.021
C -6.992 0.046 1.449
C -6.238 1.147 1.853
C -4.863 1.062 1.829
C -4.208 -0.102 1.405
C -2.726 -0.145 1.377
O -2.168 -1.198 0.844
N -2.081 0.843 1.944
N -0.701 0.579 2.017
C -0.025 1.368 2.777
C 1.341 1.151 3.231
C 1.839 2.075 4.163
C 3.050 1.885 4.791
C 3.785 0.736 4.497
C 3.333 -0.184 3.575
C 2.118 0.011 2.904
O 1.705 -0.859 2.012
H -3.482 -2.212 0.515
H -6.946 -1.969 0.701
H -8.073 0.097 1.467
H -6.722 2.055 2.180
H -4.254 1.899 2.137
H -0.563 2.216 3.210
H 1.239 2.946 4.397
H 3.414 2.605 5.508
H 4.729 0.562 4.997
H 3.903 -1.070 3.338
N -0.823 -1.649 5.601
C -0.897 -1.301 4.312
N -0.609 -2.064 3.304
C -0.207 -3.363 3.566
N 0.014 -4.224 2.635
N -0.038 -3.657 1.359
C -0.627 -4.372 0.488
C -0.543 -4.007 -0.943
C -0.872 -4.962 -1.888
C -0.646 -4.681 -3.231
C -0.103 -3.457 -3.564
C 0.160 -2.545 -2.549
N -0.058 -2.789 -1.264
C -0.061 -3.803 4.961
C 0.392 -5.082 5.304
C 0.514 -5.443 6.627
C 0.181 -4.533 7.635
C -0.267 -3.269 7.319
C -0.381 -2.916 5.976
H -1.088 -0.974 6.301
H -1.260 -0.303 4.118
H -1.153 -5.291 0.746
H -1.279 -5.912 -1.575
H -0.883 -5.412 -3.992
H 0.106 -3.186 -4.587
H 0.549 -1.563 -2.793
H 0.639 -5.769 4.509
H 0.866 -6.430 6.888
H 0.275 -4.820 8.673
H -0.526 -2.561 8.094
C 0.501 2.779 -6.549
S 0.355 4.130 -5.367
C 1.845 3.896 -4.361
C 1.630 3.151 -3.049
C 1.061 1.761 -3.270
N 0.772 0.993 -2.049
P 1.914 0.184 -1.062
C 3.188 -0.514 -2.145
C 4.044 0.282 -2.912
C 5.030 -0.297 -3.689
C 5.191 -1.678 -3.694
C 4.370 -2.476 -2.914
C 3.372 -1.893 -2.145
C 2.838 1.469 -0.156
C 2.299 2.731 0.063
C 2.958 3.650 0.866
C 4.160 3.312 1.467
C 4.703 2.051 1.258
C 4.047 1.136 0.453
P -0.766 0.960 -1.310
C -1.310 2.686 -1.222
C -1.823 3.348 -2.336
C -2.164 4.688 -2.255
C -2.012 5.372 -1.058
C -1.524 4.716 0.063
C -1.176 3.376 -0.019
C -1.941 0.270 -2.520
C -3.283 0.255 -2.135
C -4.244 -0.326 -2.943
C -3.881 -0.896 -4.157
C -2.555 -0.879 -4.555
C -1.590 -0.302 -3.739
H -0.263 2.934 -7.309
H 0.341 1.799 -6.103
H 1.472 2.799 -7.041
H 2.228 4.895 -4.150
H 2.599 3.402 -4.978
H 0.956 3.729 -2.412
H 2.585 3.091 -2.516
H 1.744 1.175 -3.899
H 0.125 1.854 -3.822
H 3.953 1.361 -2.880
H 5.687 0.326 -4.281
H 5.969 -2.127 -4.294
H 4.509 -3.547 -2.895
H 2.747 -2.520 -1.520
H 1.364 3.015 -0.400
H 2.529 4.631 1.018
H 4.674 4.025 2.095
H 5.636 1.777 1.728
H 4.479 0.152 0.311
H -1.954 2.823 -3.273
H -2.549 5.198 -3.127
H -2.284 6.416 -0.995
H -1.424 5.242 1.002
H -0.810 2.862 0.853
H -3.594 0.704 -1.198
H -5.276 -0.336 -2.621
H -4.631 -1.349 -4.790
H -2.267 -1.314 -5.501
H -0.559 -0.306 -4.064
```

Properties
Net charge: +1
Frontier orbital gap, eV: 6.75
HOMO level, hartree: -0.3566
Relative energy (zero: lowest compared OMol25 entry of this formula, charge and spin), kcal/mol: 16.37
DFT total energy, eV: -107404.756

---

Look up the net charge of the second one. +1

---

What is the formula in the second record? C56H50N8O3P2SY

---

Look up the DFT total energy of the second one. -107404.756 eV

---

Among the records above, which one has the highest relative energy (zero: lowest compared OMol25 entry of this formula, charge and spin)? C56H50N8O3P2SY